1.
{"formula": "C21H42Cl14N2O4", "method": "wB97M-V/def2-TZVPD", "homo_ev": -9.4, "smiles": "CCCCN[C@H](CON=O)OC=O.ClCCCl.ClCCCl.ClCCCl.ClCCCl.ClCCCl.ClCCCl.ClCCCl", "de_lowest_kcal_mol": 11.9, "energy_ha": -7678.42456, "symbols": ["C", "C", "C", "C", "N", "C", "C", "O", "N", "O", "O", "C", "O", "H", "H", "H", "H", "H", "H", "H", "H", "H", "H", "H", "H", "H", "H", "Cl", "C", "C", "Cl", "H", "H", "H", "H", "Cl", "C", "C", "Cl", "H", "H", "H", "H", "Cl", "C", "C", "Cl", "H", "H", "H", "H", "Cl", "C", "C", "Cl", "H", "H", "H", "H", "Cl", "C", "C", "Cl", "H", "H", "H", "H", "Cl", "C", "C", "Cl", "H", "H", "H", "H", "Cl", "C", "C", "Cl", "H", "H", "H", "H"], "positions_angstrom": [[0.8645, 3.7451, -3.5295], [0.6619, 2.4912, -2.6750], [0.2638, 1.2450, -3.4510], [-1.2287, 1.1443, -3.8619], [-1.9370, 2.4386, -3.9341], [-3.3118, 2.3078, -3.5107], [-4.0641, 3.6317, -3.5856], [-3.8056, 4.3064, -4.8086], [-2.8223, 5.3265, -4.6289], [-1.9825, 5.2431, -5.4184], [-3.4507, 1.7560, -2.2066], [-2.7787, 2.4007, -1.2251], [-2.9513, 2.1045, -0.0517], [1.5975, 4.3737, -3.0262], [-0.0369, 4.3377, -3.6103], [1.2905, 3.5050, -4.4973], [0.0040, 2.6830, -1.8341], [1.6340, 2.2791, -2.2316], [0.8760, 1.1296, -4.3399], [0.4699, 0.3887, -2.8144], [-1.2358, 0.6893, -4.8539], [-1.7325, 0.4315, -3.2087], [-1.9744, 2.6922, -4.9112], [-3.8554, 1.6251, -4.1690], [-3.8292, 4.2934, -2.7511], [-5.1269, 3.4201, -3.5534], [-2.0656, 3.1738, -1.5199], [-3.2328, -4.2542, -1.1745], [-1.7579, -3.4573, -0.5604], [-1.6839, -2.0119, -0.9681], [-1.4215, -1.8051, -2.7228], [-0.9003, -4.0200, -0.9207], [-1.7867, -3.5268, 0.5259], [-0.8490, -1.5227, -0.4719], [-2.5927, -1.4757, -0.7030], [-8.4702, -3.7024, -2.4268], [-7.5938, -2.6869, -1.2523], [-6.6342, -3.4864, -0.4107], [-7.4784, -4.5837, 0.7139], [-8.3298, -2.1751, -0.6379], [-7.0422, -1.9428, -1.8244], [-6.0295, -2.8145, 0.1956], [-5.9705, -4.0837, -1.0254], [0.4623, -0.6503, 1.3016], [-0.1938, 0.4479, 2.5463], [-0.7802, -0.3075, 3.7082], [-2.2614, -1.1936, 3.2468], [-0.9346, 1.0855, 2.0693], [0.6299, 1.0721, 2.8878], [-1.0548, 0.3881, 4.4978], [-0.0747, -1.0283, 4.1134], [3.3053, -0.4707, -0.8969], [4.2833, -1.5865, 0.0958], [5.3847, -0.8761, 0.8349], [6.6541, -0.2731, -0.2675], [4.6730, -2.3691, -0.5565], [3.6033, -2.0513, 0.8082], [5.8682, -1.5641, 1.5266], [5.0063, -0.0295, 1.4020], [2.1529, -4.7440, -0.7029], [3.3974, -5.9882, -0.9939], [4.4681, -5.9639, 0.0646], [5.4517, -4.4787, -0.0364], [3.8127, -5.8203, -1.9840], [2.8957, -6.9540, -0.9873], [5.1420, -6.8084, -0.0669], [4.0417, -6.0151, 1.0628], [-3.4038, 0.5504, 5.7733], [-3.7775, 1.6226, 7.1457], [-2.9189, 2.8605, 7.1423], [-1.2088, 2.4909, 7.4886], [-3.6498, 1.0514, 8.0614], [-4.8256, 1.9031, 7.0570], [-3.2596, 3.5472, 7.9150], [-2.9626, 3.3696, 6.1832], [8.3921, 3.4460, 3.8040], [9.5047, 2.2179, 3.1478], [8.7706, 1.0537, 2.5360], [7.9267, 0.0698, 3.7625], [10.1604, 1.8962, 3.9527], [10.1072, 2.7089, 2.3857], [9.4773, 0.3948, 2.0348], [8.0351, 1.3826, 1.8075]], "forces_ev_per_a": [[0.1652, 0.1539, 0.8264], [0.7415, 0.0241, -0.5122], [-0.8393, 0.0278, 0.3701], [0.6510, -0.0151, -0.3445], [-0.0644, -0.3814, 0.5945], [-0.1808, 0.0548, -0.9537], [-0.3058, 0.5207, 0.2101], [0.0759, -0.6314, -0.4620], [0.3016, -0.0240, 0.7728], [-0.0995, 0.2586, -0.5180], [0.3841, 0.5386, 0.3648], [-0.5462, -0.8301, 2.3022], [0.3139, 0.3603, -1.9991], [0.0764, 0.1987, -0.0154], [-0.2059, -0.0139, -0.3855], [-0.1616, -0.0488, -0.2864], [-0.2475, 0.0118, 0.0762], [0.0876, -0.1622, 0.1698], [0.2796, 0.1562, -0.0748], [0.0874, -0.2693, -0.0354], [-0.2299, -0.2192, -0.0763], [-0.0717, 0.6520, -0.0574], [0.0698, 0.4528, -0.0336], [-0.0760, -0.4015, 0.2098], [0.1803, 0.0335, 0.1060], [-0.2072, 0.0239, 0.0355], [-0.1101, 0.0210, -0.3851], [0.0630, -0.0571, -0.0428], [0.1269, 0.0080, 0.1054], [-0.0131, 0.1626, 0.0874], [-0.0434, -0.6166, 0.0734], [-0.0375, -0.0191, -0.0853], [-0.0421, 0.0647, 0.0059], [-0.1242, -0.1689, -0.1108], [-0.0376, -0.0174, -0.0606], [-0.0271, -0.0051, 0.0036], [0.0301, 0.1234, 0.0078], [0.0127, 0.0510, 0.0351], [-0.0092, -0.0185, -0.0056], [-0.0465, -0.0614, 0.0093], [0.0446, -0.0379, -0.0166], [-0.0182, 0.0249, 0.0013], [-0.0470, -0.0620, -0.0216], [0.2508, 0.1105, 0.1729], [-0.0859, 0.1535, 0.0394], [0.0629, -0.0073, 0.0464], [0.0935, -0.0504, -0.0575], [-0.0499, -0.0704, -0.0634], [0.0480, -0.0672, 0.0238], [-0.0550, 0.0420, -0.0177], [-0.0149, -0.0584, -0.0575], [0.0251, 0.0486, -0.0771], [-0.0628, -0.0302, -0.1812], [-0.0251, -0.0464, 0.1716], [0.0242, 0.0282, -0.0173], [-0.2227, 0.5335, 0.0552], [0.0039, 0.0208, 0.0342], [0.0124, -0.0347, -0.0376], [0.0059, 0.0505, -0.0601], [0.0110, 0.0499, -0.0172], [-0.0404, -0.1067, -0.0468], [0.0213, -0.1164, 0.0428], [0.2580, -0.5242, 0.1260], [0.0029, 0.0769, 0.0069], [-0.0226, 0.0058, 0.0570], [0.0170, 0.0235, -0.0731], [-0.0196, 0.0796, 0.0049], [-0.1218, 0.0090, 0.0953], [-0.0654, -0.0016, 0.0389], [-0.0683, 0.1006, 0.0371], [0.0231, -0.0049, -0.0406], [0.0696, -0.0175, -0.0102], [0.0086, 0.0380, -0.0480], [0.0103, -0.0345, 0.0425], [0.0415, -0.0451, -0.0353], [-0.0044, -0.0005, 0.0263], [0.0968, 0.0000, -0.0152], [0.0422, -0.0080, -0.1174], [-0.0528, -0.0073, -0.0182], [-0.0536, -0.0028, 0.0524], [-0.0408, -0.0006, -0.0410], [0.0291, -0.0036, 0.0325], [-0.0519, 0.0060, 0.0419]]}

***

2.
{"formula": "C21H42F3NO16", "method": "wB97M-V/def2-TZVPD", "homo_ev": -7.4, "de_lowest_kcal_mol": 31.8, "energy_ha": -2383.06187, "symbols": ["N", "H", "H", "H", "H", "O", "H", "C", "C", "O", "C", "O", "O", "F", "H", "H", "H", "C", "C", "O", "C", "O", "O", "F", "H", "H", "H", "C", "C", "O", "C", "O", "O", "F", "H", "H", "H", "C", "O", "C", "C", "O", "C", "C", "O", "C", "H", "H", "H", "H", "H", "H", "H", "H", "H", "H", "H", "H", "H", "H", "C", "O", "C", "C", "O", "C", "C", "O", "C", "H", "H", "H", "H", "H", "H", "H", "H", "H", "H", "H", "H", "H", "H"], "positions_angstrom": [[13.3632, -72.7458, -35.9742], [12.9961, -72.0972, -36.8594], [12.5797, -73.4001, -35.6964], [13.5202, -72.1442, -35.2096], [14.1371, -73.2583, -36.0192], [14.6194, -71.9609, -38.8173], [15.4389, -72.2767, -39.1035], [13.0986, -73.4481, -41.2270], [12.5951, -74.2235, -39.9960], [12.8953, -75.5933, -40.3528], [13.2794, -75.6936, -41.5176], [13.6852, -76.7747, -42.0049], [13.4598, -74.5963, -42.0287], [11.2576, -73.8931, -39.9132], [13.9218, -72.8227, -41.0041], [12.5877, -72.6430, -41.8128], [13.1111, -73.8476, -38.9908], [16.1635, -77.8741, -38.6113], [14.7063, -77.8791, -38.9112], [14.1029, -76.8918, -38.1431], [14.9056, -76.3994, -37.2412], [14.6217, -75.6529, -36.2824], [16.1062, -77.0099, -37.4626], [14.2332, -79.0844, -38.4891], [16.8631, -77.4189, -39.3308], [16.4913, -78.7410, -38.0473], [14.4343, -77.7390, -39.9749], [12.2340, -69.1208, -40.6078], [11.8949, -70.0978, -39.4691], [10.6943, -70.5728, -39.9775], [10.4504, -70.2670, -41.1716], [9.4619, -70.7346, -41.7350], [11.3695, -69.4650, -41.6289], [12.0649, -69.4463, -38.2248], [13.2272, -69.0914, -40.8114], [12.0889, -68.1646, -40.3646], [12.7510, -70.6924, -39.3822], [10.8584, -75.9421, -37.0083], [10.7516, -74.5398, -36.6582], [9.6399, -73.9676, -37.1050], [9.8592, -72.4110, -37.0737], [10.0247, -72.0511, -35.9365], [10.1556, -70.7458, -35.6949], [10.5434, -70.5730, -34.1858], [11.9476, -70.9845, -34.0237], [12.3508, -70.7263, -32.7559], [11.5209, -76.5873, -36.5137], [10.8841, -76.0483, -38.1217], [10.0262, -76.5531, -36.8057], [8.8658, -74.1298, -36.3839], [9.4658, -74.2804, -38.1562], [9.0076, -71.9033, -37.7673], [10.8606, -72.3604, -37.6356], [9.3318, -70.1305, -35.9378], [11.0298, -70.3119, -36.0774], [10.0330, -71.2819, -33.5228], [10.1909, -69.5347, -33.8651], [12.5651, -69.6755, -32.8585], [13.1935, -71.3963, -32.3448], [11.4520, -70.8645, -32.0697], [14.8207, -69.1890, -35.4615], [15.1574, -70.2341, -34.5879], [16.1321, -71.1364, -34.9833], [16.3242, -72.3486, -34.0155], [15.4362, -73.2110, -34.0835], [15.2350, -74.0221, -32.9417], [14.0809, -74.9670, -32.9965], [13.0171, -74.2005, -33.4676], [11.7860, -75.0254, -33.3705], [15.6230, -68.3488, -35.8579], [14.1634, -68.5356, -34.9844], [14.4439, -69.3633, -36.5668], [17.0387, -70.7712, -35.0684], [15.8792, -71.6855, -35.9309], [16.3573, -71.8463, -33.1043], [17.2852, -72.8623, -34.0225], [15.3384, -73.4163, -31.9755], [16.2239, -74.6014, -33.0117], [13.9830, -75.4448, -32.0675], [14.3289, -75.7595, -33.5452], [10.9745, -74.1731, -33.3832], [11.4724, -75.5943, -32.4265], [12.0127, -75.6143, -34.2394]], "forces_ev_per_a": [[-7.0823, 3.0362, -2.1296], [2.1780, -2.4892, 2.2965], [0.7849, 0.8808, -0.3953], [-0.1550, 1.2691, 1.4270], [4.3970, -2.7711, -1.5520], [-2.8639, 0.6651, 0.8691], [2.0258, -0.6818, -0.6116], [0.4216, -0.6833, -0.2564], [0.7584, 2.7432, 1.0202], [-3.9632, 1.0903, 7.8411], [3.6674, -6.7742, -3.7569], [-1.3649, 1.9277, 0.8216], [1.1068, 6.3153, -5.1365], [-0.2066, -1.3678, 0.4241], [1.8408, -0.2702, 0.8104], [-1.2264, -1.5768, 0.4795], [-0.8109, -1.2016, -2.1540], [0.3526, 1.6751, 2.0197], [-0.6442, -1.0314, -2.3187], [-2.0587, 0.5377, -0.8142], [1.4435, 0.4030, 3.0119], [0.8861, -2.1240, -3.3360], [0.8820, 2.5867, 2.0462], [-0.6570, -0.4808, 0.1661], [-0.4501, -0.5678, 0.1004], [0.1997, -0.8575, -1.3503], [-0.0901, -0.0203, 0.5573], [-1.0016, -1.8130, 1.5398], [2.3757, 2.8212, -1.5238], [0.2787, -2.3785, 7.2338], [-4.1712, -1.1591, -4.1416], [2.3224, 1.4956, 0.3834], [0.4342, 0.6776, -2.7159], [-2.1708, -0.0276, -0.5599], [3.0070, -0.9798, -1.4220], [-1.3344, 3.9584, 1.4191], [0.5599, -2.8211, -0.0744], [-1.1138, 1.0295, -2.3119], [4.0081, -3.2183, 1.5092], [-1.8313, 2.6637, -1.7373], [-0.8532, -4.7207, -12.6336], [0.0275, 1.4206, 10.1373], [1.5325, 1.7325, 4.2808], [-0.5535, -0.5257, -0.3777], [-2.1138, -0.5104, -2.9124], [-0.0792, -0.1482, 2.7446], [2.3058, 0.4221, 0.7370], [0.7320, 0.2423, 0.7062], [-2.3567, 0.0790, 0.6681], [-1.3368, -0.5545, 0.0203], [-0.6075, 0.1817, 0.5655], [1.6118, -0.7344, 1.5935], [-0.9474, 0.4952, -0.4286], [-1.3176, 0.4361, -0.4520], [1.3683, 0.5331, -1.7667], [-0.5014, 0.1453, -0.2968], [1.4367, -0.9125, -0.1845], [0.8687, 0.6546, 1.4795], [-1.1091, 1.1399, -1.1189], [1.1583, 0.1711, -0.2580], [1.9229, 1.9715, -4.2541], [-0.5154, 0.4188, 0.1162], [-2.9728, -4.9315, -1.2639], [5.1473, 5.9065, 0.0596], [-8.6996, -5.3635, -0.8670], [4.1266, -0.2525, 0.8963], [0.7107, 3.8520, 0.5436], [-1.7776, -1.2585, 2.0128], [-0.9978, 3.1315, 0.4578], [-0.5545, -2.3175, 1.6697], [-1.4903, 0.5263, 1.0159], [0.1986, -1.0008, 2.3050], [4.4741, 2.5592, -0.6542], [0.0188, 1.0794, 0.0750], [-0.0873, 0.9717, 2.5664], [1.1620, 0.5358, -0.8723], [-0.6112, -0.4211, -1.3035], [-1.1738, -0.0345, 0.9831], [-0.7290, 0.0431, 2.0578], [0.6822, -3.0884, -3.4205], [1.1620, -2.0557, -0.9259], [1.5471, 0.6049, -0.9893], [-1.5425, -0.9048, -0.3906]]}